This record from the Open Molecules 2025 dataset describes C5H10N2S as an isolated structure. The level of theory is ωB97M-V with the def2-TZVPD basis set.

Gap between HOMO and LUMO, eV: 9.12
Multiplicity: 1
E_HOMO, eV: -8.95
Calculated total energy, eV: -19158.633
LUMO, eV: 0.2
Relative energy (zero: lowest compared OMol25 entry of this formula, charge and spin), kcal/mol: 98.5
Molecular weight, g mol⁻¹: 130.22

CARTESIAN COORDINATES (ANGSTROEM)
1 C -0.843 -0.213 0.078
2 C -0.009 -1.377 0.540
3 C 1.407 -0.224 -0.865
4 C 0.179 0.729 -0.853
5 C -0.705 1.053 1.006
6 H -2.608 -0.814 -1.872
7 H -0.379 -2.160 -0.041
8 H -0.328 -1.491 1.623
9 H 1.694 -0.669 1.094
10 H 1.485 -0.993 -1.606
11 H 2.414 0.322 -0.608
12 H -0.250 0.877 -1.902
13 H 1.084 2.277 0.266
14 H -0.400 0.823 2.135
15 H -1.717 1.533 0.906
16 N 1.397 -1.193 0.310
17 N 0.220 1.823 0.024
18 S -2.641 -0.302 -0.236

---

This record from the Open Molecules 2025 dataset describes a 2-piece molecular cluster, C4H5BrO overall. The level of theory is ωB97M-V with the def2-TZVPD basis set.

Gap between HOMO and LUMO (spin up / spin down), eV: 8.51 / 8.52
Multiplicity: 1
E_HOMO (spin up / spin down), eV: -8.95 / -8.95
Calculated total energy, eV: -76313.180
LUMO (spin up / spin down), eV: -0.4 / -0.4
Relative energy (zero: lowest compared OMol25 entry of this formula, charge and spin), kcal/mol: 111.1
Molecular weight, g mol⁻¹: 148.99

CARTESIAN COORDINATES (ANGSTROEM)
1 C 1.016 0.343 0.304
2 C 0.153 -0.465 0.396
3 C 2.353 1.008 0.202
4 C -2.090 -1.112 0.056
5 O -2.060 -1.390 -1.285
6 Br -2.755 0.580 0.629
7 H 2.066 2.111 0.116
8 H 2.941 0.933 1.138
9 H 2.996 0.589 -0.522
10 H -2.293 -1.975 0.709
11 H -2.328 -0.622 -1.744

---

This record from the Open Molecules 2025 dataset describes a 3-piece molecular cluster, C22H33BN4O13P overall. The level of theory is ωB97M-V with the def2-TZVPD basis set.

Gap between HOMO and LUMO, eV: 7.34
Multiplicity: 1
E_HOMO, eV: -11.88
Calculated total energy, eV: -65881.341
Total charge: +1
LUMO, eV: -4.5
Molecular weight, g mol⁻¹: 603.31

CARTESIAN COORDINATES (ANGSTROEM)
1 C 0.921 -0.643 5.623
2 C 0.746 -0.501 4.420
3 N 0.763 -0.614 2.969
4 C -0.599 -0.425 2.479
5 N -1.373 0.686 2.944
6 C -1.790 1.677 1.935
7 C -0.686 2.139 0.895
8 O -0.583 1.577 -0.175
9 O 0.143 3.221 1.288
10 P -2.564 0.314 4.209
11 C -4.335 0.642 3.675
12 O -2.483 -1.393 4.388
13 N -1.031 -1.382 1.683
14 C -2.410 -1.389 1.128
15 O -2.507 -0.699 -0.142
16 C -2.540 -1.625 -1.251
17 C -1.955 -0.812 -2.516
18 O -1.324 -1.664 -3.477
19 C -0.048 -1.152 -3.914
20 C 1.168 -1.871 -3.146
21 B -0.122 -2.549 1.299
22 O 0.205 -3.455 2.357
23 O 0.416 -2.732 0.014
24 C 1.694 0.441 2.418
25 C 1.991 0.299 0.965
26 C 2.969 1.325 0.389
27 C 3.469 2.281 1.448
28 C 3.045 2.283 2.879
29 N 2.152 1.335 3.351
30 H 1.289 -0.793 6.677
31 H -2.150 2.617 2.479
32 H -2.701 1.321 1.339
33 H -0.506 3.908 1.576
34 H -4.785 -0.221 3.097
35 H -4.472 1.593 3.082
36 H -4.942 0.734 4.639
37 H -1.768 -1.524 5.056
38 H -3.200 -0.948 1.798
39 H -2.711 -2.471 0.916
40 H -3.594 -1.965 -1.520
41 H -1.927 -2.563 -1.106
42 H -2.774 -0.155 -2.945
43 H -1.157 -0.120 -2.070
44 H 0.088 -1.393 -5.022
45 H 0.065 -0.030 -3.823
46 H 0.825 -2.901 -2.827
47 H 1.515 -1.287 -2.239
48 H 2.058 -1.956 -3.850
49 H 1.078 -3.172 2.710
50 H 0.052 -3.552 -0.381
51 H 1.555 -0.487 0.281
52 H 3.301 1.334 -0.682
53 H 4.228 3.060 1.129
54 H 3.476 3.038 3.600
55 C -3.949 3.264 -1.894
56 C -2.514 3.702 -1.963
57 O -2.483 4.515 -3.126
58 C -3.752 4.969 -3.336
59 O -4.044 5.806 -4.128
60 O -4.641 4.337 -2.517
61 H -4.295 3.122 -0.869
62 H -4.135 2.347 -2.461
63 H -2.219 4.307 -1.100
64 H -1.826 2.861 -2.057
65 C 6.728 -2.603 -2.838
66 C 5.762 -2.525 -1.691
67 O 4.505 -2.376 -2.342
68 C 4.639 -2.890 -3.597
69 O 3.732 -3.075 -4.350
70 O 5.939 -3.166 -3.880
71 H 7.588 -3.234 -2.617
72 H 7.082 -1.618 -3.156
73 H 5.745 -3.441 -1.095
74 H 5.963 -1.679 -1.033

---

This record from the Open Molecules 2025 dataset describes C33H45N4S2ScSi as an isolated structure. The level of theory is ωB97M-V with the def2-TZVPD basis set.

Gap between HOMO and LUMO, eV: 7.52
Multiplicity: 1
E_HOMO, eV: -13.46
Calculated total energy, eV: -91153.073
Total charge: +2
LUMO, eV: -5.9
Relative energy (zero: lowest compared OMol25 entry of this formula, charge and spin), kcal/mol: 20.9
Molecular weight, g mol⁻¹: 634.93

CARTESIAN COORDINATES (ANGSTROEM)
1 Sc -0.606 -0.339 0.154
2 C -2.883 -2.965 0.738
3 C -1.376 -2.984 0.570
4 C -0.814 -2.760 -0.708
5 C -1.753 -2.739 -1.897
6 C 0.586 -2.836 -0.878
7 C 1.242 -2.733 -2.238
8 C 1.401 -3.160 0.222
9 C 2.900 -3.202 0.057
10 C 0.826 -3.518 1.451
11 C 1.704 -4.051 2.559
12 C -0.558 -3.401 1.634
13 C -1.188 -3.740 2.966
14 H -3.365 -2.199 0.138
15 H -3.182 -2.796 1.768
16 H -3.306 -3.926 0.432
17 H -2.051 -3.769 -2.114
18 H -1.295 -2.330 -2.788
19 H -2.664 -2.177 -1.713
20 H 1.815 -1.808 -2.350
21 H 0.530 -2.776 -3.054
22 H 1.938 -3.562 -2.372
23 H 3.235 -2.607 -0.789
24 H 3.246 -4.227 -0.108
25 H 3.401 -2.829 0.949
26 H 2.642 -4.441 2.174
27 H 1.215 -4.865 3.089
28 H 1.951 -3.275 3.294
29 H -1.890 -2.971 3.294
30 H -0.452 -3.868 3.755
31 H -1.760 -4.670 2.896
32 C -4.091 3.496 -1.374
33 Si -3.666 4.283 0.268
34 C -3.345 6.097 0.025
35 C -4.972 3.981 1.544
36 C -1.985 3.540 0.818
37 C -0.975 4.382 1.283
38 C 0.331 3.932 1.483
39 C 0.623 2.630 1.178
40 N -0.335 1.768 0.786
41 C -1.607 2.205 0.654
42 S -2.766 0.889 0.396
43 H -4.660 4.202 -1.987
44 H -4.707 2.603 -1.235
45 H -3.185 3.227 -1.927
46 H -4.119 6.522 -0.621
47 H -2.379 6.289 -0.449
48 H -3.379 6.645 0.973
49 H -5.886 4.522 1.274
50 H -4.652 4.339 2.527
51 H -5.220 2.918 1.628
52 H -1.207 5.422 1.496
53 H 1.110 4.594 1.837
54 H 1.634 2.251 1.233
55 N -0.022 -0.559 2.417
56 C 1.416 -0.282 2.473
57 C 2.128 -0.210 1.289
58 C 3.479 0.098 1.283
59 C 4.127 0.324 2.489
60 C 3.418 0.243 3.683
61 C 2.062 -0.059 3.676
62 H -0.198 -1.444 2.875
63 H -0.504 0.140 2.974
64 H 1.639 -0.357 0.331
65 H 4.022 0.162 0.348
66 H 5.181 0.571 2.497
67 H 3.920 0.421 4.625
68 H 1.509 -0.111 4.610
69 N -2.917 0.313 -2.935
70 C -1.676 0.312 -3.424
71 S -0.317 0.388 -2.370
72 N -1.555 0.274 -4.746
73 C -0.442 0.189 -5.658
74 C -0.753 0.504 -6.975
75 C 0.222 0.449 -7.954
76 C 1.517 0.075 -7.625
77 C 1.817 -0.255 -6.312
78 C 0.844 -0.205 -5.320
79 H -3.043 0.556 -1.962
80 H -3.715 0.418 -3.543
81 H -2.429 0.366 -5.242
82 H -1.765 0.797 -7.242
83 H -0.030 0.700 -8.976
84 H 2.285 0.038 -8.387
85 H 2.822 -0.559 -6.046
86 H 1.100 -0.472 -4.307

---

This record from the Open Molecules 2025 dataset describes C33H32IIrN6O5 as an isolated structure. The level of theory is ωB97M-V with the def2-TZVPD basis set.

Gap between HOMO and LUMO (spin up / spin down), eV: 7.64 / 5.09
⟨S²⟩: 0.7798
Multiplicity: 2
E_HOMO (spin up / spin down), eV: -11.06 / -10.92
Calculated total energy, eV: -64851.183
Total charge: +1
LUMO (spin up / spin down), eV: -3.4 / -5.8
Relative energy (zero: lowest compared OMol25 entry of this formula, charge and spin), kcal/mol: 0.0
Molecular weight, g mol⁻¹: 911.78

CARTESIAN COORDINATES (ANGSTROEM)
1 Ir 0.108 0.476 -0.723
2 C 3.351 3.692 -0.604
3 C 3.061 3.043 0.710
4 N 3.767 3.408 1.761
5 C 3.518 2.817 2.932
6 C 2.528 1.866 3.146
7 C 2.389 1.256 4.522
8 O 2.491 -0.160 4.514
9 C 1.739 1.475 2.056
10 C 0.697 0.487 2.297
11 N -0.095 -0.003 1.423
12 C -0.913 -1.081 1.904
13 C -0.253 -2.097 2.601
14 C -0.955 -3.170 3.122
15 C -2.325 -3.251 2.946
16 C -2.989 -2.266 2.232
17 C -2.297 -1.184 1.698
18 I -3.423 0.247 0.694
19 C 2.046 2.046 0.806
20 O 1.476 1.758 -0.340
21 H 4.117 4.449 -0.462
22 H 2.452 4.151 -1.016
23 H 3.694 2.959 -1.335
24 H 4.150 3.124 3.759
25 H 1.418 1.482 4.964
26 H 3.144 1.700 5.176
27 H 3.319 -0.415 4.091
28 H 0.603 0.141 3.320
29 H 0.823 -2.030 2.707
30 H -0.426 -3.940 3.669
31 H -2.883 -4.080 3.361
32 H -4.061 -2.323 2.099
33 C -1.478 5.323 1.941
34 C -1.321 5.651 0.602
35 C -1.163 4.661 -0.352
36 C -1.172 3.320 0.034
37 C -1.319 2.991 1.373
38 C -1.474 3.991 2.321
39 N -0.953 2.290 -0.961
40 N -1.090 2.705 -2.139
41 C -0.552 1.880 -3.115
42 C -0.718 2.226 -4.457
43 C -0.123 1.429 -5.415
44 C 0.627 0.321 -5.022
45 C 0.790 -0.015 -3.682
46 C 0.205 0.774 -2.706
47 H -1.597 6.102 2.682
48 H -1.310 6.689 0.296
49 H -1.019 4.928 -1.387
50 H -1.340 1.962 1.683
51 H -1.599 3.720 3.361
52 H -1.300 3.100 -4.720
53 H -0.229 1.664 -6.465
54 H 1.099 -0.290 -5.782
55 H 1.385 -0.873 -3.397
56 N -1.143 -1.002 -1.241
57 C -1.324 -2.125 -1.457
58 N -1.555 -3.372 -1.679
59 C -1.692 -3.904 -3.049
60 C -3.011 -4.654 -3.138
61 O -3.092 -5.634 -2.123
62 C -3.081 -5.057 -0.833
63 C -1.768 -4.337 -0.584
64 H -0.855 -4.580 -3.234
65 H -1.650 -3.076 -3.755
66 H -3.084 -5.173 -4.091
67 H -3.847 -3.948 -3.053
68 H -3.205 -5.868 -0.119
69 H -3.919 -4.356 -0.723
70 H -0.936 -5.045 -0.595
71 H -1.769 -3.798 0.361
72 C 3.510 -2.226 -0.793
73 C 2.446 -1.431 -0.068
74 O 2.513 -1.225 1.135
75 O 1.484 -1.040 -0.848
76 H 4.483 -1.784 -0.580
77 H 3.345 -2.254 -1.865
78 H 3.529 -3.240 -0.393

---

This record from the Open Molecules 2025 dataset describes C37H63BrIN10NaO5S as an isolated structure. The level of theory is ωB97M-V with the def2-TZVPD basis set.

Gap between HOMO and LUMO, eV: 6.03
Multiplicity: 1
E_HOMO, eV: -2.79
Calculated total energy, eV: -157927.402
Total charge: -2
LUMO, eV: 3.2
Relative energy (zero: lowest compared OMol25 entry of this formula, charge and spin), kcal/mol: 5.6
Molecular weight, g mol⁻¹: 989.84

CARTESIAN COORDINATES (ANGSTROEM)
1 Na 0.440 0.154 -0.106
2 C -6.149 0.692 0.192
3 N -4.960 1.507 0.207
4 C -4.641 2.085 1.497
5 C -3.868 0.992 -0.583
6 N -3.006 0.131 -0.252
7 C -3.071 -0.578 0.995
8 C -1.958 -0.241 2.010
9 N -0.638 -0.842 1.789
10 C -0.565 -2.248 2.204
11 C -1.550 -3.301 1.695
12 N -1.673 -3.337 0.267
13 C -1.675 -4.409 -0.397
14 N -2.009 -4.393 -1.764
15 C -2.693 -3.160 -2.168
16 C -0.959 -4.690 -2.744
17 N -1.606 -5.697 0.252
18 C -2.949 -6.108 0.625
19 C -0.884 -6.768 -0.401
20 C 0.408 -0.191 2.611
21 C 0.636 1.315 2.524
22 N 1.318 1.744 1.330
23 C 1.896 2.871 1.302
24 N 2.652 3.255 0.204
25 C 2.805 4.656 -0.141
26 C 2.760 2.341 -0.920
27 N 1.945 3.853 2.345
28 C 0.730 4.242 3.027
29 C 3.101 3.747 3.211
30 N -3.916 1.482 -1.880
31 C -4.404 2.844 -2.069
32 C -2.861 1.022 -2.779
33 H -6.105 -0.174 0.875
34 H -6.313 0.316 -0.819
35 H -7.008 1.305 0.489
36 H -5.402 2.837 1.739
37 H -3.667 2.570 1.442
38 H -4.621 1.351 2.319
39 H -2.995 -1.622 0.714
40 H -4.028 -0.414 1.514
41 H -2.332 -0.533 3.013
42 H -1.848 0.843 1.997
43 H -0.642 -2.299 3.309
44 H 0.434 -2.595 1.947
45 H -2.546 -3.116 2.121
46 H -1.199 -4.260 2.101
47 H -3.495 -2.942 -1.465
48 H -2.010 -2.307 -2.194
49 H -3.118 -3.326 -3.161
50 H -1.439 -4.843 -3.713
51 H -0.406 -5.590 -2.495
52 H -0.259 -3.851 -2.828
53 H -3.396 -5.358 1.277
54 H -2.898 -7.055 1.168
55 H -3.603 -6.243 -0.251
56 H 0.111 -6.424 -0.676
57 H -1.397 -7.167 -1.290
58 H -0.769 -7.586 0.316
59 H 1.366 -0.668 2.394
60 H 0.183 -0.392 3.677
61 H 1.243 1.557 3.406
62 H -0.312 1.855 2.610
63 H 2.243 5.279 0.548
64 H 2.435 4.831 -1.157
65 H 3.859 4.961 -0.099
66 H 2.912 1.330 -0.552
67 H 3.613 2.632 -1.536
68 H 1.849 2.347 -1.530
69 H -0.132 4.063 2.387
70 H 0.786 5.315 3.256
71 H 0.577 3.710 3.978
72 H 3.929 3.303 2.660
73 H 2.915 3.119 4.094
74 H 3.392 4.745 3.565
75 H -5.492 2.883 -1.986
76 H -4.121 3.182 -3.066
77 H -3.984 3.543 -1.340
78 H -1.874 1.185 -2.351
79 H -2.955 1.534 -3.737
80 H -2.965 -0.050 -2.939
81 C 5.262 0.638 0.960
82 C 3.922 0.129 1.548
83 O 3.749 0.284 2.765
84 O 3.110 -0.371 0.706
85 H 6.077 0.316 1.608
86 H 5.416 0.264 -0.052
87 H 5.235 1.731 0.944
88 Br 0.709 -1.205 -2.385
89 C 1.962 -4.403 -0.319
90 S 2.456 -2.761 0.426
91 O 2.785 -3.165 1.817
92 C 4.030 -2.807 -0.470
93 C 4.078 -2.594 -1.840
94 C 5.305 -2.618 -2.487
95 C 6.473 -2.846 -1.770
96 C 6.414 -3.050 -0.397
97 C 5.188 -3.031 0.252
98 H 2.802 -5.095 -0.322
99 H 1.597 -4.223 -1.332
100 H 1.159 -4.785 0.314
101 H 3.161 -2.387 -2.381
102 H 5.354 -2.452 -3.557
103 H 7.433 -2.854 -2.274
104 H 7.328 -3.211 0.163
105 H 5.104 -3.165 1.325
106 I 0.189 7.821 -4.374
107 C -0.172 6.265 -2.977
108 C -0.641 6.591 -1.718
109 C -0.903 5.562 -0.823
110 C -0.692 4.236 -1.175
111 C -0.215 3.942 -2.447
112 C 0.047 4.954 -3.361
113 C -0.983 3.099 -0.179
114 O -1.609 3.426 0.856
115 O -0.561 1.982 -0.512
116 H -0.805 7.622 -1.435
117 H -1.288 5.781 0.165
118 H -0.062 2.905 -2.718
119 H 0.415 4.721 -4.351